Entry 1:
C51H44MoN13O5 | wB97M-V/def2-TZVPD

CARTESIAN COORDINATES (ANGSTROEM)
Mo  0.59814  0.26708  -1.74953
C  -2.16590  -3.10383  4.52902
O  -1.02195  -3.78353  5.01812
C  -0.16597  -4.30806  4.11334
C  0.95243  -4.96364  4.63557
C  1.88770  -5.52140  3.79009
C  1.74850  -5.38415  2.41098
C  0.61125  -4.77862  1.89267
C  -0.35014  -4.24154  2.73506
N  2.74401  -5.97375  1.57298
N  3.21157  -5.33558  0.62047
C  2.86466  -3.96743  0.44142
C  3.15925  -3.01076  1.38267
C  2.82420  -1.66048  1.18624
C  2.16542  -1.27596  0.04720
O  1.72423  -0.02166  -0.18361
C  1.88233  -2.24667  -0.93863
N  1.17529  -1.80834  -2.02015
C  0.92784  -2.64215  -3.00883
C  1.34196  -3.98137  -2.97059
C  1.98700  -4.46111  -1.85927
C  2.27240  -3.58678  -0.78958
H  -2.70227  -2.75183  5.40517
H  -2.80916  -3.77586  3.95533
H  -1.88398  -2.24936  3.90671
H  1.05625  -5.03264  5.70979
H  2.74648  -6.04895  4.18424
H  0.46215  -4.73007  0.82118
H  -1.22814  -3.77568  2.30923
H  3.62189  -3.30530  2.31557
H  3.05301  -0.92492  1.94606
H  0.37212  -2.24760  -3.84841
H  1.12806  -4.62071  -3.81475
H  2.29463  -5.49680  -1.79115
O  -2.66328  0.66934  -4.19298
C  -2.10260  -0.11195  -3.46435
O  -0.92042  0.14137  -2.93788
C  -2.73129  -1.43405  -3.09776
C  -3.93524  -1.77607  -3.69918
C  -4.51367  -2.98992  -3.36802
C  -3.87306  -3.80326  -2.44690
C  -2.67474  -3.36809  -1.89958
N  -2.10324  -2.21023  -2.21671
H  -4.38662  -1.09370  -4.40464
H  -5.44781  -3.29566  -3.81980
H  -4.28747  -4.75854  -2.15583
H  -2.14926  -3.98057  -1.17382
C  -4.00987  -0.46551  1.93706
N  -2.81562  -0.64765  1.12971
C  -2.19916  0.19868  0.30341
N  -1.06465  -0.33511  -0.11586
C  -1.04210  -1.54593  0.51012
N  -2.07766  -1.76683  1.27551
C  -3.69600  0.04176  3.32802
C  -4.57847  -0.22713  4.36870
C  -4.31170  0.22967  5.65136
C  -3.16668  0.96691  5.90967
C  -2.28955  1.24497  4.86820
C  -2.55066  0.77497  3.58477
C  -1.09245  2.04672  5.10315
N  -0.48485  2.31817  6.20453
N  0.58481  3.13521  5.87319
C  0.54340  3.29198  4.59677
O  -0.49561  2.62747  4.03124
C  1.41917  4.06606  3.72108
C  2.68747  4.45247  4.14929
C  3.50652  5.16479  3.29206
C  3.07361  5.48793  2.01061
C  1.80454  5.11943  1.58929
C  1.30569  5.47835  0.21112
N  0.68473  4.32395  -0.44301
C  1.17991  3.10259  -0.59374
N  0.26401  2.33834  -1.17411
C  -0.79637  3.17492  -1.36602
N  -0.57602  4.38453  -0.92346
C  0.97707  4.41094  2.45071
H  -4.48870  -1.44132  1.99381
H  -4.68199  0.20646  1.40152
H  -2.59593  1.16549  0.03782
H  -0.25451  -2.26921  0.38892
H  -5.47514  -0.80594  4.18012
H  -5.00277  0.01101  6.45400
H  -2.94855  1.33370  6.90334
H  -1.84044  0.98777  2.79607
H  3.01668  4.18363  5.14382
H  4.49510  5.46119  3.61491
H  3.72860  6.03337  1.34180
H  2.11320  5.84959  -0.41872
H  0.52370  6.23497  0.24495
H  2.16103  2.78595  -0.27918
H  -1.70636  2.87930  -1.86361
H  -0.01714  4.11970  2.13328
C  0.34171  2.28686  -6.75819
N  0.66219  3.22017  -5.68983
C  -0.27848  4.32656  -5.67480
C  0.69900  2.53942  -4.40878
C  1.99529  1.80046  -4.13322
C  3.09803  2.06075  -4.94065
C  4.32087  1.44947  -4.71280
C  4.46377  0.55877  -3.66149
C  3.36933  0.27667  -2.86102
C  2.11513  0.87388  -3.07223
H  0.40880  2.78953  -7.72291
H  -0.67190  1.86896  -6.64865
H  1.05430  1.46095  -6.75723
H  -0.24930  4.84256  -6.63441
H  -0.00095  5.04089  -4.89862
H  -1.31599  4.00013  -5.49551
H  -0.14621  1.84407  -4.31798
H  0.55950  3.29103  -3.62592
H  2.98123  2.77168  -5.74766
H  5.16201  1.67410  -5.35616
H  5.41546  0.08068  -3.46813
H  3.50932  -0.42508  -2.04717

The total energy is -85060.766 eV. Its multiplicity is 3. The HOMO energy (alpha / beta) comes out at -0.3693 / -0.3709 hartree. The expectation value of S² is 2.017. As for the charge: +1.

=====

Entry 2:
C51H45Br3F4N4OP3ScTe | wB97M-V/def2-TZVPD

CARTESIAN COORDINATES (ANGSTROEM)
Sc  0.27969  -1.41792  -0.02842
Br  -1.18254  -3.79902  -1.92892
C  -1.03835  -5.04389  -0.47225
Br  0.07979  -4.20756  0.88337
H  -0.55633  -5.95653  -0.82266
H  -2.02845  -5.23492  -0.05797
Te  -4.35503  -0.94488  1.07557
C  -5.55337  0.43790  2.24916
C  -5.91167  1.65013  1.68509
C  -6.82811  2.44102  2.38241
N  -7.34345  2.05046  3.51520
C  -7.04477  0.89512  4.05026
C  -6.12871  0.03670  3.44356
C  -2.51979  0.14227  0.72440
P  -1.26526  -0.48592  1.89784
C  -0.27377  1.02068  2.39946
C  1.08092  0.79847  2.26080
C  2.04703  1.85612  1.91728
C  1.45131  3.20396  2.01067
C  0.19228  3.39533  2.52264
C  -0.71180  2.32683  2.64750
C  -1.96936  -0.97181  3.49244
C  -1.47026  -2.14262  4.06134
C  -1.88767  -2.52200  5.32436
C  -2.78883  -1.72858  6.01627
C  -3.26873  -0.55160  5.45694
C  -2.86595  -0.16563  4.19117
P  -1.96887  -0.28326  -0.98213
C  -3.42986  0.03780  -1.98457
C  -3.76586  1.32621  -2.39199
C  -4.98935  1.54404  -3.00257
C  -5.86726  0.48934  -3.21220
C  -5.51385  -0.80319  -2.84767
C  -4.29451  -1.03003  -2.23572
C  -0.84414  1.15414  -1.31388
C  0.57237  0.90719  -1.71121
C  1.60771  1.99396  -1.93656
C  0.95067  3.34690  -2.09048
C  -0.25492  3.60444  -1.60578
C  -0.84160  2.56588  -0.71493
H  -5.51513  1.98849  0.73869
H  -7.14024  3.40592  2.00612
H  -7.53183  0.63924  4.98107
H  -5.88803  -0.90561  3.91019
H  1.42762  -0.21547  2.46038
H  2.81437  1.86121  2.70705
H  2.05498  4.04989  1.71344
H  -0.15466  4.39380  2.73646
H  -1.74638  2.51506  2.89130
H  -0.75978  -2.75140  3.51139
H  -1.50422  -3.42702  5.77080
H  -3.11595  -2.02788  6.99918
H  -3.94598  0.07317  6.02016
H  -3.23995  0.74922  3.74913
H  -3.07584  2.14178  -2.22936
H  -5.26312  2.54432  -3.30362
H  -6.82986  0.67698  -3.66149
H  -6.19249  -1.62212  -3.03207
H  -3.99306  -2.03537  -1.96034
H  0.71483  -0.02676  -2.25452
H  2.07475  1.79662  -2.90901
H  1.46517  4.07172  -2.69709
H  -0.76927  4.53658  -1.75654
H  -1.74436  2.86308  -0.17791
F  7.17999  -3.22036  -2.54305
C  6.25968  -2.52819  -1.91995
C  6.56411  -1.75703  -0.79289
F  7.78924  -1.71705  -0.31777
C  5.54718  -1.06355  -0.13523
F  5.86064  -0.39066  0.96309
C  4.20992  -1.10284  -0.54241
P  2.82438  -0.47361  0.53643
C  2.99480  1.45000  0.60606
C  2.86047  1.89978  -0.94780
C  3.69136  3.10198  -1.30304
C  4.80502  3.45310  -0.66031
C  5.18525  2.73386  0.51883
C  4.37762  1.81553  1.06347
C  3.42309  -1.38007  2.02305
C  3.92938  -0.92583  3.23599
C  4.44694  -1.83779  4.14419
C  4.43706  -3.19625  3.87583
C  3.86800  -3.66107  2.69985
C  3.36226  -2.75991  1.78786
C  3.94018  -1.91131  -1.64797
Br  2.14132  -2.29753  -2.18016
C  4.92989  -2.58841  -2.34744
F  4.58570  -3.31592  -3.40197
H  3.42716  1.04410  -1.37285
H  3.41716  3.62912  -2.19965
H  5.41513  4.27264  -1.00325
H  6.12940  2.96452  0.98536
H  4.68850  1.36402  1.99568
H  3.93637  0.12033  3.49591
H  4.87855  -1.47304  5.06142
H  4.86488  -3.89484  4.57703
H  3.83754  -4.71931  2.49174
H  2.93468  -3.12599  0.85601
O  0.17960  2.11482  0.17872
N  0.20617  0.78363  -0.31850
N  0.38418  -0.40541  -7.49769
C  -0.81588  -0.51700  -6.61403
C  -0.53840  -0.02979  -5.16194
N  -0.65733  -1.02078  -4.10996
H  0.20826  -0.85922  -8.40622
H  1.20401  -0.85626  -7.07271
H  0.61593  0.57904  -7.68815
H  -1.13517  -1.56103  -6.60812
H  -1.61472  0.07101  -7.06560
H  -1.23358  0.77298  -4.91068
H  0.47587  0.38076  -5.10830
H  -0.05517  -1.82260  -4.26688
H  -1.60751  -1.36952  -4.03327

As for the energy relative to the best compared isomer or geometry (same formula, charge and spin): 238.1 kcal per mole. The total energy is -338435.935 eV. The HOMO energy (alpha / beta) comes out at -0.5704 / -0.5705 hartree. As for the charge: +4.

=====

Entry 3:
C51H45CoO4P3S | wB97M-V/def2-TZVPD

CARTESIAN COORDINATES (ANGSTROEM)
Co  0.31474  -0.81847  0.56982
O  1.48790  1.51602  2.48712
S  1.02812  1.30431  1.08401
C  2.32993  1.84067  0.00543
C  3.32464  2.55353  0.63810
C  4.32888  3.24292  -0.07340
C  4.26988  3.23068  -1.43577
C  5.13713  3.91020  -2.47044
C  4.55932  3.45685  -3.83777
C  3.39580  2.55932  -3.48533
C  2.52900  1.86040  -4.27748
C  1.59430  1.02030  -3.64775
C  1.45915  0.90592  -2.27466
P  0.49487  -0.51826  -1.69602
C  -1.13414  -0.38545  -2.49208
C  -1.58865  0.86859  -2.90618
C  -2.86714  1.01375  -3.43022
C  -3.71026  -0.08332  -3.53564
C  -3.28140  -1.32509  -3.08762
C  -2.00720  -1.47205  -2.55714
C  1.49751  -1.89586  -2.38118
C  2.87004  -1.81896  -2.10976
C  3.71379  -2.87726  -2.41649
C  3.19782  -4.03552  -2.99370
C  1.84501  -4.11010  -3.28260
C  0.99705  -3.04401  -2.98259
C  2.29253  1.69955  -1.42715
C  3.26942  2.46951  -2.08491
C  -0.20145  2.54459  0.74394
C  0.24625  3.87078  0.67465
C  -0.57772  4.92549  0.32855
C  -1.89492  4.63288  -0.00353
C  -3.00134  5.52981  -0.47218
C  -4.20953  4.58495  -0.64384
C  -3.69587  3.23881  -0.26312
C  -4.34400  1.99955  -0.22487
C  -3.63782  0.92788  0.24818
C  -2.27893  0.98082  0.72220
P  -1.96945  -0.69781  1.36639
C  -0.62976  -1.20926  2.59854
C  -0.55585  -2.71183  2.60021
C  0.20521  -3.30596  3.72837
C  0.67697  -2.54712  4.74902
C  0.47895  -1.14823  4.76074
C  -0.18429  -0.51235  3.68100
C  -3.37097  -0.74943  2.55993
C  -3.59032  0.29677  3.45952
C  -4.59847  0.19061  4.40291
C  -5.39366  -0.95252  4.45343
C  -5.18187  -1.98871  3.55821
C  -4.17162  -1.88755  2.60772
C  -1.55374  2.21627  0.53243
C  -2.34306  3.31406  0.10279
H  3.30517  2.60560  1.72034
H  5.09189  3.78979  0.46537
H  5.10089  4.99306  -2.35016
H  6.18159  3.62259  -2.35169
H  4.23514  4.29909  -4.44836
H  5.29590  2.91293  -4.42895
H  2.57810  1.90146  -5.35812
H  0.96981  0.39790  -4.28149
H  -0.93242  1.72906  -2.85545
H  -3.19671  1.98461  -3.77993
H  -4.69571  0.02511  -3.96993
H  -3.93726  -2.18301  -3.15697
H  -1.71634  -2.43960  -2.17095
H  3.29037  -0.91956  -1.66986
H  4.77697  -2.79066  -2.22845
H  3.85514  -4.85631  -3.24982
H  1.44256  -4.99127  -3.76561
H  -0.04535  -3.12409  -3.25092
H  1.28873  4.07346  0.88537
H  -0.18818  5.93435  0.29239
H  -3.19392  6.32547  0.24932
H  -2.72767  6.02577  -1.40517
H  -5.05223  4.85833  -0.00243
H  -4.60519  4.57947  -1.66261
H  -5.37596  1.88207  -0.52816
H  -4.15829  -0.01982  0.30859
H  -1.57149  -3.13408  2.58490
H  0.32278  -4.38333  3.73452
H  1.19557  -3.01833  5.57412
H  0.83512  -0.55316  5.59039
H  -0.32512  0.55856  3.73077
H  -2.97604  1.19114  3.43362
H  -4.76941  0.99953  5.10086
H  -6.18255  -1.02899  5.18971
H  -5.80538  -2.87240  3.59045
H  -4.02852  -2.69108  1.89245
C  3.17442  -5.49218  1.29665
O  2.81172  -4.09857  1.60137
P  2.08043  -3.16906  0.58403
O  2.29041  -1.74647  1.25635
C  3.16662  -1.35258  2.38088
O  0.00933  -3.17437  1.28258
C  -0.68880  -4.31931  0.71953
H  2.85863  -6.08696  2.14577
H  4.25187  -5.52325  1.18179
H  2.67756  -5.81705  0.38298
H  2.61123  -0.60911  2.94179
H  4.05529  -0.91746  1.93504
H  3.40252  -2.22632  2.97785
H  -0.62184  -5.16684  1.39955
H  -0.20501  -4.55130  -0.22796
H  -1.72715  -4.04345  0.54396

The total energy is -138109.610 eV. Its multiplicity is 5. The HOMO energy (alpha / beta) comes out at -0.5402 / -0.5481 hartree. The expectation value of S² is 6.069. As for the charge: +3.

=====

Entry 4:
C51H45N6OS3SbW | wB97M-V/def2-TZVPD

CARTESIAN COORDINATES (ANGSTROEM)
W  0.18463  0.07984  -0.06858
C  -1.92944  -1.71893  -2.38345
C  -2.65474  -0.61084  -1.68318
C  -4.00431  -0.47917  -2.00415
C  -4.77491  0.52028  -1.45759
C  -4.15109  1.38723  -0.57413
C  -2.81076  1.22077  -0.27248
N  -2.04571  0.23487  -0.80866
Sb  -2.11662  2.73025  1.06532
C  -0.32445  3.15173  -0.04535
C  -0.15237  4.51063  -0.22587
C  0.95406  4.98901  -0.91752
C  1.84633  4.06549  -1.40437
C  1.64519  2.69908  -1.21532
C  2.69017  1.81036  -1.82157
N  0.56223  2.23779  -0.53581
C  -1.19882  1.40067  2.46396
C  -1.56966  1.66343  3.76842
C  -1.03440  0.90854  4.80487
C  -0.13650  -0.07672  4.47356
C  0.22243  -0.30864  3.14555
C  1.27102  -1.35527  2.92782
N  -0.31598  0.42038  2.13715
H  -2.63351  -2.50329  -2.65573
H  -1.16283  -2.15702  -1.76149
H  -1.47141  -1.37043  -3.30947
H  -4.43452  -1.18178  -2.70503
H  -5.82217  0.62639  -1.70873
H  -4.71196  2.19583  -0.12231
H  -0.87959  5.20586  0.17436
H  1.10730  6.05004  -1.06600
H  2.72712  4.38104  -1.94784
H  3.67645  2.18881  -1.54959
H  2.61827  1.86469  -2.91025
H  2.63192  0.77013  -1.53400
H  -2.27346  2.45783  3.98327
H  -1.30905  1.09657  5.83462
H  0.32175  -0.68855  5.23899
H  1.12370  -2.16161  3.64474
H  2.25728  -0.92893  3.12760
H  1.26130  -1.78685  1.93543
S  5.07089  3.88790  3.69499
C  4.33122  5.22278  4.43911
C  2.98018  5.24697  4.23714
C  2.54042  4.15463  3.46156
C  3.56645  3.31526  3.08693
C  3.48379  2.09769  2.29336
C  2.26110  1.73554  1.69752
N  2.09119  0.65007  0.94886
C  3.15584  -0.16567  0.77374
C  4.41606  0.09193  1.31278
C  5.46762  -0.86322  1.07177
C  5.23032  -1.99558  0.37649
C  3.92046  -2.28511  -0.15076
C  3.59590  -3.46987  -0.81548
C  2.29887  -3.68476  -1.26816
C  1.36957  -2.65546  -1.05180
N  1.63571  -1.51074  -0.41793
C  2.90766  -1.33984  0.03789
C  1.88616  -4.90272  -1.95339
C  2.66115  -5.98825  -2.27301
C  1.94158  -7.00253  -2.94796
C  0.63281  -6.67822  -3.13389
S  0.25845  -5.14363  -2.48583
C  4.56787  1.25348  2.07609
H  4.93209  5.92890  4.99070
H  2.33552  6.01574  4.63467
H  1.49874  3.99860  3.21288
H  1.39722  2.36707  1.84044
H  6.45249  -0.66079  1.47214
H  6.02162  -2.71505  0.21141
H  4.36353  -4.21760  -0.96850
H  0.38183  -2.76617  -1.45877
H  3.71455  -6.07351  -2.04766
H  2.37698  -7.93126  -3.28400
H  -0.13555  -7.26145  -3.61611
H  5.53571  1.47772  2.50905
C  -2.95824  -3.24952  0.67107
S  -1.17852  -3.17281  0.62589
O  -0.90862  -1.63501  0.61696
C  -0.76639  -3.80253  2.21081
C  0.19272  -4.81040  2.22024
C  0.54652  -5.38767  3.43256
C  -0.05439  -4.95025  4.60436
C  -1.01147  -3.93563  4.58108
C  -1.37807  -3.35487  3.38106
H  -3.34201  -2.62870  1.47759
H  -3.21681  -4.29624  0.83525
H  -3.33870  -2.92019  -0.29255
H  0.63827  -5.15492  1.29385
H  1.27469  -6.18655  3.45998
H  0.21019  -5.41200  5.54642
H  -1.48402  -3.61989  5.50161
H  -2.12677  -2.57306  3.36033
C  0.45171  0.71794  -6.67384
C  0.42094  0.54592  -5.19364
C  -0.35777  1.34976  -4.35999
C  -0.35525  1.15447  -2.99795
N  0.36834  0.19867  -2.36946
C  1.15869  -0.54374  -3.17795
C  1.19961  -0.41503  -4.54633
H  -0.29832  1.42577  -7.01708
H  0.29483  -0.23833  -7.17441
H  1.43510  1.07960  -6.98303
H  -0.97373  2.13863  -4.77141
H  -0.96081  1.79866  -2.38118
H  1.81156  -1.26431  -2.71571
H  1.85746  -1.06451  -5.10939

The total energy is -105441.182 eV. Its multiplicity is 3. The HOMO energy (alpha / beta) comes out at -0.6157 / -0.6157 hartree. The expectation value of S² is 2.017. As for the charge: +4.

=====

> Look up the total energy of the second one.

-338435.935 eV